*a*
Formula: C2H10NO2S
Source: OMol25
Level of theory: the ωB97M-V functional and the def2-TZVPD basis

Calculated values
* frontier orbital gap: 0.2340 hartree
* net charge: -1
* lowest unoccupied orbital energy: 0.1349 hartree
* HOMO level: -2.696 eV

Last column: natural (NBO) charge in e.
CARTESIAN COORDINATES (ANGSTROEM)
C -0.275 0.133 -1.506  -0.23
C -0.453 -1.312 -0.971  -0.51
S -1.582 -1.260 0.518  -0.77
N 0.411 0.905 -0.466  -0.89
H -1.188 0.455 -1.989  0.19
H 0.462 0.104 -2.342  0.14
H 0.533 -1.744 -0.780  0.16
H -0.866 -1.931 -1.783  0.17
H 1.032 0.254 -0.002  0.36
H -0.240 1.108 0.299  0.38
H 2.181 1.742 -1.288  0.50
H 3.126 2.622 -0.468  0.46
O 3.081 1.773 -0.915  -0.97
H -2.159 -0.922 3.142  0.49
H -2.405 -1.024 4.577  0.44
O -1.658 -0.904 3.974  -0.94



*b*
Formula: C2H10NO2S
Source: OMol25
Level of theory: the ωB97M-V functional and the def2-TZVPD basis

Calculated values
* frontier orbital gap: 0.2599 hartree
* net charge: -1
* lowest unoccupied orbital energy: 0.1437 hartree
* HOMO level: -3.164 eV

Last column: natural (NBO) charge in e.
CARTESIAN COORDINATES (ANGSTROEM)
C 0.558 -0.561 1.334  -0.23
C -0.694 -1.393 1.142  -0.54
S -0.880 -2.143 -0.508  -0.71
N 0.695 0.566 0.339  -0.89
H 1.451 -1.120 1.069  0.18
H 0.649 -0.216 2.368  0.16
H -1.595 -0.831 1.408  0.18
H -0.662 -2.256 1.809  0.19
H -0.098 0.462 -0.311  0.38
H 1.336 0.199 -0.364  0.36
H 1.808 2.170 0.026  0.50
H 1.888 3.576 -0.544  0.45
O 2.440 2.894 -0.137  -0.98
H -3.069 -0.337 -2.638  0.45
H -1.694 -0.820 -2.190  0.50
O -2.133 -0.190 -2.805  -1.00



Relative energies in kcal/mol: *a* 13.7; *b* 0.0